Record 1
{"formula": "C23H27N3O4S", "method": "the ωB97M-V functional and the def2-TZVPD basis", "smiles": "CCc1ccc(-c2cc(C)no2)cc1S(=O)(=O)N1CCN(c2ccccc2OC)CC1", "relative_energy_kj_mol": 399.0, "e_homo_ha": -0.285, "symbols": ["C", "C", "C", "C", "C", "C", "C", "C", "C", "C", "N", "O", "C", "C", "S", "O", "O", "N", "C", "C", "N", "C", "C", "C", "C", "C", "C", "O", "C", "C", "C", "H", "H", "H", "H", "H", "H", "H", "H", "H", "H", "H", "H", "H", "H", "H", "H", "H", "H", "H", "H", "H", "H", "H", "H", "H", "H", "H"], "positions_angstrom": [[-2.149, -0.950, 3.089], [-1.655, 0.149, 2.158], [-0.242, 0.008, 1.684], [0.536, -1.119, 1.940], [1.834, -1.219, 1.478], [2.409, -0.186, 0.736], [3.765, -0.298, 0.240], [4.586, 0.588, -0.411], [5.786, -0.138, -0.617], [7.029, 0.329, -1.276], [5.669, -1.347, -0.130], [4.430, -1.460, 0.402], [1.639, 0.946, 0.473], [0.347, 1.029, 0.942], [-0.555, 2.517, 0.500], [-1.244, 3.058, 1.637], [0.344, 3.381, -0.215], [-1.695, 1.891, -0.534], [-3.076, 2.291, -0.476], [-3.946, 1.057, -0.832], [-3.159, 0.061, -1.534], [-2.885, -1.156, -0.917], [-3.944, -1.803, -0.273], [-3.795, -3.016, 0.369], [-2.564, -3.641, 0.369], [-1.503, -3.045, -0.292], [-1.637, -1.823, -0.934], [-0.586, -1.226, -1.588], [0.589, -1.967, -1.805], [-2.299, 0.667, -2.520], [-1.243, 1.590, -1.869], [-3.163, -0.722, 3.410], [-2.168, -1.912, 2.583], [-1.523, -1.022, 3.976], [-1.748, 1.122, 2.646], [-2.293, 0.180, 1.273], [0.121, -1.937, 2.506], [2.420, -2.101, 1.689], [4.381, 1.598, -0.694], [7.431, 1.191, -0.745], [7.765, -0.470, -1.275], [6.820, 0.628, -2.301], [2.027, 1.776, -0.094], [-3.272, 2.643, 0.536], [-3.269, 3.117, -1.176], [-4.783, 1.372, -1.468], [-4.353, 0.621, 0.079], [-4.922, -1.346, -0.299], [-4.643, -3.472, 0.857], [-2.423, -4.588, 0.866], [-0.547, -3.543, -0.288], [1.223, -1.334, -2.425], [1.113, -2.186, -0.870], [0.381, -2.901, -2.337], [-2.948, 1.261, -3.175], [-1.822, -0.104, -3.118], [-0.281, 1.089, -1.779], [-1.108, 2.509, -2.458]], "forces_ev_per_angstrom": [[0.1, 0.1, -0.2], [-0.2, -0.2, 0.4], [-0.1, -0.1, 0.1], [-0.1, 0.2, 0.0], [0.2, 0.2, -0.1], [-0.5, -0.2, 0.3], [0.9, 0.7, -0.6], [-0.5, -0.6, 0.4], [-0.5, -0.2, 0.3], [0.0, -0.1, 0.0], [1.2, -0.1, -0.4], [-1.0, 0.3, 0.3], [0.3, -0.1, 0.0], [-0.1, 0.5, -0.2], [-0.3, 0.0, -0.3], [-0.1, -0.2, 0.0], [0.0, -0.3, -0.1], [0.7, 0.4, 0.6], [-0.3, 0.3, 0.3], [-0.1, 0.1, 0.0], [0.0, 0.1, 0.0], [0.0, -0.4, -0.1], [0.1, 0.0, 0.0], [0.0, 0.0, 0.1], [0.0, -0.1, 0.0], [0.1, 0.0, 0.0], [0.0, 0.0, -0.1], [-0.6, 0.1, 0.3], [0.3, -0.2, 0.0], [0.1, 0.1, -0.1], [0.3, -0.1, -0.4], [-0.1, 0.0, 0.0], [0.0, -0.1, 0.0], [0.0, -0.1, 0.1], [-0.1, -0.1, 0.0], [0.0, 0.1, 0.0], [-0.1, -0.1, 0.1], [0.0, -0.1, 0.0], [-0.1, 0.2, 0.0], [0.1, 0.0, 0.0], [0.1, 0.0, 0.0], [0.0, 0.0, -0.1], [0.1, 0.1, -0.1], [-0.2, 0.0, -0.1], [0.0, 0.0, 0.1], [0.0, 0.0, 0.1], [0.0, 0.0, -0.1], [-0.1, 0.1, -0.1], [-0.1, 0.0, 0.0], [0.0, -0.1, 0.0], [0.1, 0.0, 0.0], [0.0, -0.1, 0.0], [-0.1, 0.0, -0.1], [0.0, 0.0, 0.0], [0.1, 0.0, 0.0], [0.0, 0.2, 0.0], [0.0, 0.0, -0.2], [0.0, -0.1, 0.0]]}

=====

Record 2
{"formula": "C23H27N3O7S", "method": "the ωB97M-V functional and the def2-TZVPD basis", "smiles": "COc1cc(NC(=O)CN2C(=O)COc3ccc(S(=O)(=O)N4CCCCC4)cc32)cc(OC)c1", "relative_energy_kj_mol": 121.3, "e_homo_ha": -0.298, "symbols": ["C", "O", "C", "C", "C", "N", "C", "O", "C", "N", "C", "O", "C", "O", "C", "C", "C", "C", "S", "O", "O", "N", "C", "C", "C", "C", "C", "C", "C", "C", "C", "O", "C", "C", "H", "H", "H", "H", "H", "H", "H", "H", "H", "H", "H", "H", "H", "H", "H", "H", "H", "H", "H", "H", "H", "H", "H", "H", "H", "H", "H"], "positions_angstrom": [[-2.292, -1.685, -2.771], [-3.577, -1.661, -2.184], [-3.807, -0.794, -1.171], [-2.876, 0.116, -0.691], [-3.228, 0.941, 0.370], [-2.282, 1.833, 0.915], [-1.288, 2.453, 0.238], [-1.147, 2.451, -0.962], [-0.299, 3.173, 1.173], [0.957, 3.408, 0.492], [1.409, 4.687, 0.381], [0.858, 5.630, 0.904], [2.720, 4.832, -0.378], [2.886, 3.942, -1.461], [2.474, 2.668, -1.241], [2.950, 1.668, -2.081], [2.535, 0.359, -1.911], [1.685, 0.058, -0.866], [1.132, -1.623, -0.592], [1.062, -2.303, -1.851], [-0.043, -1.581, 0.230], [2.333, -2.345, 0.300], [2.503, -1.829, 1.637], [3.294, -2.833, 2.472], [4.635, -3.122, 1.802], [4.397, -3.613, 0.376], [3.576, -2.583, -0.395], [1.209, 1.035, -0.016], [1.556, 2.364, -0.224], [-4.479, 0.865, 0.955], [-5.417, -0.043, 0.461], [-6.623, -0.043, 1.093], [-7.615, -0.932, 0.639], [-5.081, -0.867, -0.600], [-2.053, -0.727, -3.243], [-2.334, -2.461, -3.533], [-1.516, -1.934, -2.042], [-1.887, 0.180, -1.105], [-2.415, 2.059, 1.891], [-0.135, 2.592, 2.086], [-0.689, 4.161, 1.443], [2.781, 5.842, -0.788], [3.541, 4.698, 0.347], [3.619, 1.948, -2.879], [2.847, -0.422, -2.585], [1.504, -1.678, 2.046], [3.034, -0.862, 1.617], [2.719, -3.757, 2.547], [3.444, -2.434, 3.476], [5.186, -3.872, 2.371], [5.236, -2.209, 1.778], [5.345, -3.779, -0.137], [3.846, -4.554, 0.403], [3.316, -2.947, -1.389], [4.152, -1.647, -0.493], [0.522, 0.733, 0.756], [-4.753, 1.495, 1.786], [-7.296, -1.974, 0.741], [-7.884, -0.735, -0.403], [-8.481, -0.756, 1.275], [-5.767, -1.588, -1.010]], "forces_ev_per_angstrom": [[0.3, 0.0, -0.1], [-0.3, 0.0, 0.2], [0.0, 0.3, 0.3], [0.1, -0.2, -0.3], [-0.5, -0.2, -0.1], [-0.3, -0.1, 0.4], [0.2, 0.4, 0.2], [-0.1, 0.0, -0.1], [0.0, 0.1, -0.1], [-0.4, -0.2, 0.1], [0.2, 0.2, -0.1], [0.1, 0.2, 0.0], [0.2, 0.4, 0.3], [-0.2, -0.2, -0.2], [0.0, -0.4, 0.2], [-0.1, 0.1, 0.2], [0.1, 0.0, -0.1], [-0.3, -0.7, 0.1], [0.1, 0.0, 0.1], [0.3, 0.1, -0.1], [0.2, 0.2, 0.2], [-0.8, 0.2, -0.5], [-0.2, 0.1, 0.7], [0.1, 0.2, -0.2], [-0.1, -0.2, 0.0], [0.0, 0.3, 0.0], [0.4, -0.3, -0.5], [0.1, 0.2, 0.1], [0.5, -0.2, -0.3], [0.0, 0.0, 0.0], [0.3, 0.0, -0.1], [0.3, 0.2, 0.0], [-0.2, -0.1, -0.1], [-0.2, -0.1, 0.0], [0.0, 0.0, 0.0], [0.1, 0.1, 0.0], [-0.1, 0.0, 0.0], [0.1, 0.0, -0.1], [0.2, 0.0, -0.1], [-0.1, 0.0, 0.0], [0.0, -0.2, 0.0], [-0.1, -0.2, 0.2], [-0.1, 0.0, -0.1], [0.1, 0.0, -0.1], [0.1, -0.1, -0.1], [0.1, 0.1, 0.1], [0.0, 0.0, 0.0], [-0.1, 0.0, 0.1], [-0.1, 0.0, 0.0], [0.1, 0.1, 0.0], [0.1, 0.0, 0.0], [0.0, 0.0, 0.0], [0.0, -0.1, -0.1], [0.2, 0.0, 0.0], [0.0, 0.0, 0.0], [-0.2, 0.1, 0.1], [0.0, 0.1, 0.1], [0.0, 0.0, 0.0], [0.0, 0.0, 0.0], [0.0, -0.1, -0.1], [-0.1, -0.1, 0.0]]}

=====

Record 3
{"formula": "C23H27N3OS", "method": "the ωB97M-V functional and the def2-TZVPD basis", "smiles": "CCC1=Nc2cc(C(=O)NCCN3CCCC3)ccc2Sc2ccc(C)cc21", "relative_energy_kj_mol": 141.1, "e_homo_ha": -0.307, "symbols": ["C", "C", "C", "N", "C", "C", "C", "C", "O", "N", "C", "C", "N", "C", "C", "C", "C", "C", "C", "C", "S", "C", "C", "C", "C", "C", "C", "C", "H", "H", "H", "H", "H", "H", "H", "H", "H", "H", "H", "H", "H", "H", "H", "H", "H", "H", "H", "H", "H", "H", "H", "H", "H", "H", "H"], "positions_angstrom": [[2.387, -4.203, 1.968], [1.268, -4.436, 0.965], [1.130, -3.317, -0.026], [1.873, -2.299, 0.103], [1.971, -1.223, -0.738], [2.036, 0.049, -0.163], [2.267, 1.174, -0.940], [2.353, 2.556, -0.379], [2.948, 3.449, -0.953], [1.731, 2.741, 0.810], [1.660, 4.035, 1.443], [0.350, 4.783, 1.160], [-0.770, 4.213, 1.875], [-1.351, 3.007, 1.288], [-2.874, 3.151, 1.414], [-3.033, 4.250, 2.462], [-1.849, 5.151, 2.141], [2.480, 1.028, -2.310], [2.424, -0.220, -2.896], [2.155, -1.337, -2.124], [2.095, -2.939, -2.906], [0.424, -3.344, -2.419], [-0.532, -3.540, -3.402], [-1.826, -3.868, -3.051], [-2.188, -3.994, -1.713], [-3.599, -4.334, -1.344], [-1.218, -3.807, -0.740], [0.097, -3.491, -1.072], [3.335, -4.082, 1.451], [2.462, -5.045, 2.652], [2.198, -3.298, 2.540], [0.316, -4.565, 1.486], [1.447, -5.357, 0.402], [1.928, 0.108, 0.909], [1.154, 2.010, 1.189], [2.493, 4.620, 1.046], [1.776, 3.910, 2.522], [0.184, 4.809, 0.069], [0.477, 5.811, 1.509], [-1.003, 2.135, 1.855], [-1.051, 2.877, 0.239], [-3.302, 3.479, 0.465], [-3.356, 2.218, 1.702], [-2.919, 3.835, 3.463], [-3.987, 4.768, 2.396], [-1.571, 5.804, 2.971], [-2.079, 5.780, 1.264], [2.694, 1.908, -2.896], [2.585, -0.342, -3.956], [-0.248, -3.438, -4.438], [-2.568, -4.024, -3.821], [-4.279, -3.562, -1.703], [-3.894, -5.275, -1.805], [-3.713, -4.422, -0.267], [-1.491, -3.896, 0.302]], "forces_ev_per_angstrom": [[-0.2, -0.1, -0.1], [0.2, 0.0, 0.3], [-0.1, 0.1, 0.0], [0.3, -0.6, 0.8], [0.0, 0.7, -0.7], [-0.1, 0.0, -0.2], [0.0, -0.3, -0.3], [0.0, 0.0, 0.2], [0.0, 0.1, -0.2], [-0.2, -0.2, 0.3], [0.0, 0.5, -0.2], [0.4, -0.2, 0.2], [-0.1, 0.2, -0.1], [0.0, -0.4, 0.0], [0.1, 0.0, 0.1], [0.1, 0.1, -0.1], [-0.1, 0.1, 0.2], [0.0, 0.1, 0.1], [0.0, 0.2, 0.1], [0.0, -0.5, 0.0], [-0.2, 0.1, 0.3], [0.4, 0.0, -0.1], [-0.1, 0.0, 0.0], [0.0, 0.0, 0.1], [0.0, 0.0, 0.0], [0.0, 0.0, 0.0], [0.1, 0.0, 0.0], [-0.1, 0.1, -0.4], [0.1, 0.0, 0.0], [0.0, -0.1, 0.1], [0.1, 0.1, 0.1], [-0.1, -0.1, -0.1], [-0.1, 0.0, 0.0], [0.1, 0.0, 0.1], [0.1, 0.0, -0.1], [0.0, -0.1, 0.1], [0.0, 0.1, -0.1], [0.0, 0.0, 0.1], [0.0, 0.0, 0.0], [0.0, -0.1, -0.2], [0.0, 0.0, 0.1], [0.0, 0.0, 0.0], [0.0, 0.0, -0.1], [0.0, 0.0, 0.1], [0.0, 0.0, 0.1], [-0.1, 0.1, -0.1], [0.0, 0.0, 0.0], [0.0, 0.1, 0.0], [0.0, 0.0, -0.1], [0.0, 0.0, -0.1], [-0.1, 0.0, -0.1], [-0.1, 0.0, 0.0], [-0.1, -0.1, 0.0], [-0.1, 0.0, 0.1], [-0.1, 0.0, 0.1]]}

=====

Record 4
{"formula": "C23H27NO4S", "method": "the ωB97M-V functional and the def2-TZVPD basis", "relative_energy_kj_mol": 2051.6, "e_homo_ha": -0.313, "symbols": ["C", "C", "C", "C", "C", "C", "C", "C", "H", "H", "H", "H", "S", "O", "O", "N", "C", "H", "H", "C", "H", "H", "C", "C", "O", "O", "C", "C", "C", "C", "C", "C", "C", "H", "H", "H", "C", "H", "H", "H", "H", "H", "H", "H", "C", "C", "H", "H", "H", "C", "H", "H", "H", "H", "H", "H"], "positions_angstrom": [[4.482, 2.105, 1.100], [3.690, 1.373, 0.344], [2.448, 2.098, -0.139], [1.107, 1.366, 0.034], [-0.100, 1.836, -0.466], [-0.141, 3.177, -0.853], [1.047, 3.758, -0.941], [2.288, 3.289, -0.833], [3.207, 3.778, -0.971], [1.217, 4.811, -1.585], [-1.060, 3.948, -1.188], [-1.157, 1.591, -0.237], [0.956, -0.394, 0.715], [-0.426, -0.500, 0.968], [1.679, -0.211, 1.920], [1.625, -1.324, -0.088], [2.864, -0.894, -0.872], [3.298, -1.617, -1.343], [2.607, 0.091, -1.759], [3.773, -0.025, 0.165], [3.726, -0.637, 0.894], [4.696, -0.056, -0.202], [0.832, -2.085, -0.896], [-0.525, -1.435, -1.146], [-0.446, -0.223, -2.081], [-1.458, -2.205, -1.169], [-2.786, -1.799, -1.494], [-3.185, -0.472, -0.466], [-3.490, 0.669, -0.632], [-3.732, 1.582, 0.308], [-3.911, 1.285, 1.493], [-3.764, -0.184, 1.733], [-3.358, -1.025, 0.895], [-3.255, -2.232, 1.095], [-3.882, -0.558, 2.884], [-4.146, 2.083, 2.355], [-3.939, 3.077, -0.266], [-3.273, 3.707, 0.743], [-3.826, 3.297, -1.137], [-5.093, 3.510, 0.261], [-3.183, 0.963, -1.601], [-3.635, -2.378, -1.327], [-2.798, -1.158, -2.433], [1.267, -2.533, -1.897], [0.585, -3.493, -0.305], [0.371, -3.475, 1.195], [-0.669, -3.028, 1.287], [1.049, -2.954, 1.816], [0.161, -4.300, 1.565], [1.902, -4.218, -0.219], [2.809, -3.651, 0.211], [2.392, -4.401, -1.344], [2.134, -5.191, 0.118], [0.019, -4.218, -0.698], [4.375, 3.068, 1.384], [5.394, 1.768, 1.578]], "forces_ev_per_angstrom": [[2.1, -2.4, 0.1], [-3.6, 4.2, 0.6], [-3.8, -3.3, -0.1], [1.7, -1.2, -1.2], [-1.7, 2.1, 1.8], [-2.5, 1.9, -1.1], [1.2, 7.1, -5.0], [2.6, -3.4, 3.2], [0.7, 1.3, -0.8], [-1.4, -2.2, 2.0], [2.1, -3.0, 1.2], [1.3, -1.6, -0.2], [-2.9, 15.1, 9.4], [-2.7, -2.2, -1.2], [1.6, -0.6, 1.8], [7.9, -7.3, -9.4], [-2.5, 10.9, 2.4], [2.5, -4.7, -2.2], [-0.1, -3.5, 2.4], [-1.9, -1.1, -5.9], [0.1, -3.3, 6.1], [4.2, -1.2, -1.8], [-3.6, -5.7, -3.3], [4.8, 8.5, -8.2], [-0.8, -6.3, 5.5], [-5.1, -3.8, 1.0], [0.3, 8.3, -0.4], [2.8, -17.0, 3.7], [-0.1, 8.1, -6.4], [-1.3, 8.0, -6.7], [-1.2, -2.7, 9.5], [-2.0, 4.2, 9.4], [1.6, -5.8, -5.1], [-0.1, 3.4, -0.4], [0.0, 1.1, -2.8], [0.5, -2.2, -2.0], [-2.9, -1.2, 18.1], [-1.4, -1.3, -3.9], [1.7, 2.6, -10.0], [3.2, -1.5, -2.3], [-0.4, 1.2, -1.4], [-0.3, -2.2, 0.1], [0.3, -1.8, 0.4], [-0.5, 2.4, 1.4], [4.9, 0.6, 4.9], [-3.6, 7.9, -3.0], [1.1, 0.3, 0.6], [0.8, 0.7, 0.3], [-1.0, -8.2, 3.1], [5.8, 1.1, -4.9], [-1.7, -0.2, -0.2], [-1.2, 0.6, 2.0], [-1.3, -1.3, 1.1], [-3.1, -1.5, -2.3], [-1.2, 3.1, 0.2], [0.1, -0.9, -0.1]]}

=====

Calculated values (eV) of E for the records, taken in order: -47782.90013, -53927.32640, -41643.03671, -44783.16511.